This record from the Open Molecules 2025 dataset describes 3 unconnected molecules or ions with the total composition C3H10N2S in a non-equilibrium geometry. The level of theory is ωB97M-V with the def2-TZVPD basis set.

```
16
Properties=species:S:1:pos:R:3:forces:R:3
C -0.565 2.149 0.839 3.874 -1.321 -2.373
H -0.136 -0.146 -1.230 -2.140 0.451 1.933
H 0.488 -2.463 -2.132 0.274 2.346 0.083
H 0.387 -2.169 2.432 -0.704 0.799 0.155
C 0.559 1.779 0.094 -2.790 -1.303 2.351
H -1.137 2.947 0.464 -0.609 0.972 0.094
N 0.267 -1.376 -2.155 -1.726 -4.725 0.684
H -0.443 -1.636 -0.079 -0.176 -0.634 0.238
H 0.858 -0.113 1.084 1.315 2.377 -2.380
H -1.712 -1.084 -1.207 -0.961 0.468 -0.207
H -0.831 1.509 1.632 -0.566 -0.231 0.948
N 1.302 0.581 0.268 -1.549 -2.259 0.538
H 1.332 0.022 -0.650 0.765 1.607 2.263
S -0.499 -1.102 2.509 0.670 -1.146 -0.827
H 0.788 2.254 -0.808 0.453 1.084 -1.163
C -0.660 -1.152 -1.060 3.869 1.515 -2.335
```
Positions in Å, forces in eV/Å.

Highest occupied orbital energy = -8.2 eV
Lowest unoccupied orbital energy = -4.4 eV
Gap between HOMO and LUMO = 3.845 eV
ΔE to the lowest compared entry with this formula, charge and spin = 8.880 eV

This record from the Open Molecules 2025 dataset describes 2 unconnected molecules or ions with the total composition C3H5NO2 in a non-equilibrium geometry. The level of theory is ωB97M-V with the def2-TZVPD basis set.

```
11
Properties=species:S:1:pos:R:3:forces:R:3
H -1.295 2.900 0.755 0.002 -0.078 -0.059
H 2.501 -2.074 -0.519 -0.089 -0.129 0.225
C 0.844 -1.279 0.035 -0.339 0.168 -0.007
H 0.777 -0.565 0.843 0.051 -0.139 -0.139
O -0.741 -1.345 -1.886 0.538 0.039 0.847
C -0.051 -1.268 -0.943 -0.321 -0.103 -0.727
C -0.851 1.901 0.780 -0.035 -0.088 -0.015
O 1.779 -2.312 0.079 0.205 0.066 -0.242
H -0.160 1.708 1.605 -0.063 -0.055 -0.133
H -1.748 1.304 -0.778 0.049 -0.078 0.072
N -1.092 0.987 -0.061 0.000 0.397 0.179
```
Positions in Å, forces in eV/Å.

Highest occupied orbital energy = -8.4 eV
Lowest unoccupied orbital energy = 0.7 eV
Structure (SMILES) = O=C=CO.C=N
Gap between HOMO and LUMO = 9.157 eV
ΔE to the lowest compared entry with this formula, charge and spin = 3.230 eV

What is the formula in the first record? C3H10N2S

Which of these has the lowest ΔE to the lowest compared entry with this formula, charge and spin? C3H5NO2